i:
12
Properties=species:S:1:pos:R:3 method="wB97M-V/def2-TZVPD" multiplicity=1 e_lumo_ev=-5.428 homo_ev=-14.10 homo_lumo_gap_ha=0.319 charge=+1
C -0.09914 2.39581 -0.27190
C -0.86390 -0.91065 0.16680
C 0.09787 1.18413 -0.20315
C 1.57629 -0.61032 -0.14123
N 0.17971 -0.12579 0.00834
S -2.44693 -0.33062 -0.09709
H -0.26132 3.93110 0.09863
H -0.79085 -1.85795 0.61633
H 1.72051 -1.46569 0.44899
H 2.34925 0.13744 0.09145
H 1.77964 -1.07338 -1.23611
H -3.24112 -1.27410 0.51894

ii:
12
Properties=species:S:1:pos:R:3 method="wB97M-V/def2-TZVPD" multiplicity=1 e_lumo_ev=-4.643 homo_ev=-13.18 homo_lumo_gap_ha=0.314 charge=+1
C -0.33378 1.31671 0.22975
C 0.76545 -0.91352 -0.00512
C -1.35380 2.04325 -0.23630
C 1.49391 -2.07945 0.33284
N 0.13702 0.06636 -0.07489
S -2.58792 1.67876 -1.30077
H 0.22135 1.73789 1.16012
H -1.38317 3.12107 -0.01166
H -2.10984 0.42484 -1.31247
H 1.36198 -2.91711 -0.48994
H 1.23002 -2.51987 1.29051
H 2.55876 -1.95894 0.41794

Which of them is the most stable? Correct choice: ii.

i:
8
Properties=species:S:1:pos:R:3 method="wB97M-V/def2-TZVPD" multiplicity=1 e_lumo_ev=0.293 homo_ev=-9.37 homo_lumo_gap_ha=0.355 charge=0 smiles=CONBr
C 0.94772 0.48359 -0.28609
N -0.83380 -0.68328 0.68540
O 0.18559 -0.81723 -0.23974
Br -2.33427 0.32261 -0.02631
H 1.94967 0.23852 -0.50034
H 0.91350 1.00457 0.68118
H 0.34502 1.16973 -1.06940
H -1.17345 -1.71850 0.75530

ii:
8
Properties=species:S:1:pos:R:3 method="wB97M-V/def2-TZVPD" multiplicity=1 e_lumo_ev="0.098 / 0.355" homo_ev="-7.67 / -9.05" homo_lumo_gap_ha="0.285 / 0.346" charge=0
C 0.76758 0.94424 -1.88591
N -0.44222 -1.07680 1.97406
O -0.26567 -0.76345 0.71987
Br -0.85408 0.27834 -1.46840
H 1.21006 1.76984 -1.37773
H 1.05791 0.74671 -2.87416
H -0.11744 -0.38747 2.68735
H -1.35613 -1.51142 2.22491

Which of them is the most stable? Correct choice: i.

i:
17
Properties=species:S:1:pos:R:3 method="wB97M-V/def2-TZVPD" multiplicity=1 e_lumo_ev=0.481 homo_ev=-9.46 homo_lumo_gap_ha=0.365 charge=0 smiles="C=N.O.O.O.O"
C 0.70237 0.07967 2.88051
N 0.28337 0.39174 1.73115
H -0.10361 -0.02151 3.60458
H 1.76900 0.09456 3.13654
H 0.86122 0.51117 0.90184
H -0.39629 -0.69810 -0.84676
H 0.74473 0.12618 -1.57593
O 0.55200 -0.59377 -0.96522
H -1.19724 1.40577 -2.14783
H -1.12734 0.64850 -3.45952
O -0.61914 0.83529 -2.66450
H 1.55689 -1.51342 0.49871
H 2.96447 -2.09118 0.27981
O 2.32100 -1.88593 0.96614
H -2.17175 1.45741 -0.44577
H -3.27409 0.42219 -0.50659
O -2.93941 1.19691 -0.97043

ii:
17
Properties=species:S:1:pos:R:3 method="wB97M-V/def2-TZVPD" multiplicity=1 e_lumo_ev=0.368 homo_ev=-10.13 homo_lumo_gap_ha=0.386 charge=0 smiles=NCO.O.O.O
N -0.15235 -1.77619 -1.22545
C 1.24846 -1.54111 -1.04624
O 1.56269 -0.90471 0.22225
H -0.50755 -2.22624 -0.40980
H -0.68963 -0.98444 -1.53892
H 1.78595 -2.48293 -1.10561
H 1.57050 -0.81553 -1.78762
H 2.10253 -1.50567 0.74269
H -1.90363 -0.75524 0.69958
H -1.99839 -0.14981 2.14979
O -1.97607 0.04519 1.21229
H -1.11462 3.32850 0.02504
H -1.91430 2.06017 -0.12633
O -1.78526 2.92297 -0.53455
H 0.81975 1.00033 0.64192
H 1.88586 1.86142 1.28915
O 1.06605 1.92329 0.79183

Which of them is the most stable? Correct choice: ii.

i:
18
Properties=species:S:1:pos:R:3 method="wB97M-V/def2-TZVPD" multiplicity=1 e_lumo_ev="-3.226 / -3.226" homo_ev="-11.68 / -11.68" homo_lumo_gap_ha="0.311 / 0.311" charge=+1
C 0.37564 -0.00550 -2.12032
C 0.30264 -1.56971 -0.36360
C 0.49914 0.78592 0.12969
C -1.52887 1.25432 1.35824
N -0.29564 1.43421 0.93507
O 0.02070 -0.17053 -0.76621
I -2.89631 -0.25276 0.69274
H 1.47480 -0.10340 -2.41245
H -0.35692 -0.79569 -2.63281
H 0.03015 1.04352 -2.29442
H 1.21693 -1.91767 -0.59808
H 0.16421 -1.64946 0.73816
H -0.40609 -2.02317 -0.99660
H 1.58258 1.09722 -0.18147
H 0.73239 -0.13861 2.36716
H -1.76977 1.64570 2.30719
H 0.64375 -0.85879 2.55845
H 0.21067 2.22440 1.27928

ii:
18
Properties=species:S:1:pos:R:3 method="wB97M-V/def2-TZVPD" multiplicity=1 e_lumo_ev=-3.369 homo_ev=-12.95 homo_lumo_gap_ha=0.352 charge=+1
C -1.05475 -1.83705 -0.35964
C 1.96407 1.28198 0.61007
C -1.29626 -0.55655 0.33614
C -0.49740 0.66282 -0.14248
N 1.04838 0.16390 0.14869
O -0.63832 0.85284 -1.43212
I -3.31958 0.05859 0.04380
H -1.10171 -1.68173 -1.39448
H -0.23034 -2.47781 -0.00999
H -1.89545 -2.50685 -0.15657
H 1.70561 2.12861 -0.06265
H 2.07353 1.64385 1.63599
H 2.91088 0.93467 0.31751
H -1.36817 -0.75801 1.37033
H -0.53862 1.55138 0.45233
H 0.85532 -0.54626 0.86446
H 1.49871 -0.43944 -0.51609
H -0.11592 1.52504 -1.70528

iii:
18
Properties=species:S:1:pos:R:3 method="wB97M-V/def2-TZVPD" multiplicity=1 e_lumo_ev=-3.808 homo_ev=-12.57 homo_lumo_gap_ha=0.322 charge=+1 smiles=CC(C)(C[NH3+])OI
C -0.24522 -0.50894 1.46797
C 0.53146 -1.36253 -0.73613
C -0.25679 0.92697 -0.69840
C -0.43087 -0.45952 0.00945
N 1.12538 1.37995 -0.18965
O -1.83430 -0.89622 -0.41038
I -3.39217 0.08278 0.10606
H -0.43510 0.45423 2.03277
H 0.71878 -0.70651 1.66518
H -1.04594 -1.19876 1.77534
H 0.19795 -2.43016 -0.71543
H 0.47641 -1.06378 -1.74475
H 1.48109 -1.18151 -0.29248
H -1.00209 1.64370 -0.31216
H -0.41374 0.93852 -1.80046
H 1.79052 0.63993 -0.32657
H 1.20800 1.53762 0.83668
H 1.52665 2.20422 -0.66704

Which of them is the most stable? Correct choice: ii.

i:
11
Properties=species:S:1:pos:R:3 method="wB97M-V/def2-TZVPD" multiplicity=1 e_lumo_ev=0.254 homo_ev=-8.71 homo_lumo_gap_ha=0.329 charge=0 smiles="OC(=S)CCF"
C 0.81267 0.86308 -0.36419
C -0.58872 0.46666 -0.14432
C -0.47659 -0.83992 0.64622
H 1.30479 -0.81839 -0.97891
H -1.11172 0.17704 -1.02532
H -1.20118 1.17136 0.40863
H -0.19724 -0.60083 1.66894
H 0.21349 -1.56200 0.16468
O 1.66948 0.02593 -0.93240
F -1.74946 -1.28688 0.52528
S 1.32446 2.40396 0.03138

ii:
11
Properties=species:S:1:pos:R:3 method="wB97M-V/def2-TZVPD" multiplicity=1 e_lumo_ev=0.650 homo_ev=-9.21 homo_lumo_gap_ha=0.362 charge=0 smiles="O=C(CF)CS"
C 0.41787 -0.73881 0.97504
C 0.50154 -0.43731 -0.52333
C -0.66820 0.43886 -1.20917
H 0.00498 1.58836 1.35117
H 1.11280 -1.49755 1.22272
H -0.60412 -1.16830 1.20217
H -1.44630 -0.22598 -1.56249
H -0.25965 0.98220 -2.02934
O 1.37985 -0.92996 -1.16308
F -1.14744 1.33566 -0.34736
S 0.70866 0.65283 2.08366

Which of them is the most stable? Correct choice: ii.

i:
14
Properties=species:S:1:pos:R:3 method="wB97M-V/def2-TZVPD" multiplicity=1 e_lumo_ev="0.704 / 0.660" homo_ev="-8.39 / -8.47" homo_lumo_gap_ha="0.334 / 0.335" charge=0
C -1.13090 -0.62699 0.60753
C -0.34181 0.75659 0.54354
C 0.41823 0.99738 -0.86110
C 2.56970 -0.23382 -0.66466
F 2.70704 -0.14568 0.67081
H -1.99044 -0.61306 -0.14855
H -0.50961 -1.47878 0.37851
H -1.51227 -0.58953 1.58703
H -1.05059 1.57809 0.81930
H 0.44253 0.77960 1.34086
H -0.01424 0.96528 -1.84635
H 1.01216 1.84046 -0.81498
H 3.10556 0.42821 -1.19006
H 2.60468 -1.22127 -0.97638

ii:
14
Properties=species:S:1:pos:R:3 method="wB97M-V/def2-TZVPD" multiplicity=1 e_lumo_ev="0.956 / 0.266" homo_ev="-8.75 / -7.25" homo_lumo_gap_ha="0.357 / 0.276" charge=0
C 0.46377 0.33001 -2.17681
C 0.73247 -1.01964 1.09645
C -1.40145 0.51391 0.74069
C 0.10429 0.24980 0.84444
F 0.94476 1.35307 0.97534
H 0.32682 1.33791 -2.22230
H -0.23970 -0.37868 -2.46872
H 1.49149 -0.15770 -2.12342
H 0.50012 -1.53524 2.06350
H 1.89576 -0.86923 1.05978
H 0.52844 -1.70826 0.30488
H -1.85830 1.07102 1.59961
H -1.36286 1.21690 -0.22295
H -2.12559 -0.40386 0.52950

iii:
14
Properties=species:S:1:pos:R:3 method="wB97M-V/def2-TZVPD" multiplicity=1 e_lumo_ev=1.201 homo_ev=-11.00 homo_lumo_gap_ha=0.448 charge=0 smiles=CCCCF
C 1.34553 -1.23088 1.47684
C 0.11370 -0.61293 0.92644
C 0.14833 -0.38401 -0.64532
C -0.97603 0.51652 -1.03777
H 2.00487 -0.36331 1.74697
H 1.84892 -1.85114 0.64888
H 1.02478 -1.89871 2.27480
H -0.17678 0.14909 1.52777
H -0.72446 -1.35685 0.94510
H 1.06735 0.13512 -0.99609
H 0.03546 -1.34974 -1.13473
H -1.22509 0.26722 -2.09898
H -1.70281 0.20132 -0.34179
F -0.66016 1.81498 -0.76590

Which of them is the most stable? Correct choice: iii.